Model A:
Density functional theory data (the ωB97M-V functional and the def2-TZVPD basis) for C8H8N2O in the gas phase.

Last column: Mulliken charge in e.
Atoms and positions in Å:
C  1.491  2.579  0.246  -0.5066
C  0.855  2.795  1.466  -0.2304
C  1.536  1.342  -0.276  -0.6679
C  0.035  1.847  1.993  -0.8111
C  0.778  0.260  0.242  0.1182
C  0.071  0.470  1.511  1.0755
C  -0.512  -2.224  1.019  -0.3111
C  -0.833  -2.527  -1.292  -1.0080
N  0.289  -0.650  -0.545  -0.5379
N  -0.451  -1.613  -0.162  0.5931
O  -0.634  -0.386  2.086  -0.5703
H  2.011  3.297  -0.263  0.4301
H  0.756  3.776  2.065  0.2383
H  2.003  1.258  -1.156  0.4826
H  -0.486  2.136  2.817  0.4520
H  -1.566  -2.771  1.298  0.1656
H  -0.416  -3.518  -1.345  0.3420
H  -0.561  -2.080  -2.164  0.4262
H  -1.936  -2.517  -1.451  0.3197

For the HOMO energy, the calculation gives -0.2719 Ha. As for the HOMO-LUMO gap: 6.6 eV.

Model B:
Density functional theory data (the ωB97M-V functional and the def2-TZVPD basis) for C8H8N2O in the gas phase.

Last column: Mulliken charge in e.
Atoms and positions in Å:
C  0.752  2.589  -1.593  -0.9100
O  0.494  1.165  -1.938  -0.5250
C  0.290  0.289  -0.849  0.6511
C  1.217  -0.631  -0.613  -0.3629
C  1.051  -1.565  0.397  -0.3463
C  -0.114  -1.462  1.161  0.8552
N  -0.267  -2.433  2.236  -0.6758
C  -1.057  -0.557  0.902  -0.8325
C  -0.914  0.388  -0.140  0.3853
C  -1.883  1.371  -0.474  -0.1197
N  -2.779  2.114  -0.728  -0.5430
H  1.459  2.560  -0.647  0.2611
H  -0.024  2.799  -1.076  0.3939
H  1.023  3.102  -2.353  0.3382
H  2.238  -0.823  -1.147  0.2618
H  1.854  -2.356  0.596  0.2437
H  0.099  -3.386  2.272  0.2338
H  -1.455  -2.525  2.689  0.2552
H  -1.986  -0.639  1.304  0.4358

For the HOMO energy, the calculation gives -0.3153 Ha. As for the HOMO-LUMO gap: 8.6 eV.

Model C:
Density functional theory data (the ωB97M-V functional and the def2-TZVPD basis) for C8H8N2O in the gas phase.

Last column: Mulliken charge in e.
Atoms and positions in Å:
C  1.656  -0.979  3.166  -0.8605
O  1.159  0.187  2.401  -0.4342
C  0.684  -0.090  1.229  0.6549
C  0.682  -1.404  0.539  -0.1716
C  0.036  -1.574  -0.650  -0.8422
C  -0.483  -0.415  -1.288  0.5088
N  -1.065  -0.254  -2.492  -0.7094
C  -1.399  0.967  -2.613  -0.0880
N  -1.216  1.772  -1.492  -0.2721
C  -0.552  0.862  -0.616  0.3440
C  -0.067  0.991  0.675  -0.7006
H  0.725  -1.592  3.255  0.3890
H  2.447  -1.398  2.567  0.3246
H  1.956  -0.659  4.073  0.2466
H  1.167  -2.250  1.095  0.2813
H  -0.146  -2.583  -1.112  0.3301
H  -1.798  1.570  -3.527  0.3025
H  -0.804  2.726  -1.526  0.2927
H  -0.189  1.918  1.209  0.4041

For the HOMO energy, the calculation gives -0.2775 Ha. As for the HOMO-LUMO gap: 8.4 eV.

Verdict on stability: model A comes out at the bottom.

Model A:
Density functional theory data (the ωB97M-V functional and the def2-TZVPD basis) for 2 unconnected molecules or ions with the total composition C4H12O3.

Last column: Mulliken charge in e.
Atoms and positions in Å:
C  -3.769  -0.265  0.125  -0.6715
O  -2.486  -0.649  -0.175  -0.2862
C  -1.488  0.358  -0.082  -0.5573
C  -0.223  -0.383  -0.263  -0.3499
C  0.985  0.418  -0.009  -0.4796
O  2.104  -0.485  0.219  -0.5015
H  -4.413  -1.137  0.272  0.2383
H  -3.721  0.300  1.076  0.2877
H  -4.201  0.442  -0.645  0.2479
H  -1.500  0.831  0.869  0.4012
H  -1.584  1.111  -0.871  0.3085
H  -0.216  -0.959  -1.177  0.2490
H  -0.203  -1.210  0.515  0.2293
H  0.866  1.125  0.851  0.2818
H  1.251  1.155  -0.828  0.2956
H  2.768  -0.363  -0.458  0.3059
O  5.171  -0.325  -0.138  -0.6330
H  5.337  0.600  -0.076  0.3109
H  5.323  -0.562  0.797  0.3230

For the HOMO energy, the calculation gives -0.3601 Ha. As for the HOMO-LUMO gap: 10.5 eV.

Model B:
Density functional theory data (the ωB97M-V functional and the def2-TZVPD basis) for 2 unconnected molecules or ions with the total composition C4H12O3.

Last column: Mulliken charge in e.
Atoms and positions in Å:
C  -0.790  0.451  -1.991  -1.1902
C  0.099  0.766  -0.728  0.2952
O  1.251  -0.066  -0.791  -0.6278
C  -0.687  0.515  0.609  -0.6545
C  0.131  0.935  1.796  -0.5999
O  1.493  0.334  1.900  -0.5919
H  -0.130  0.114  -2.804  0.3112
H  -1.285  1.402  -2.305  0.3111
H  -1.319  -0.380  -1.571  0.3205
H  0.480  1.807  -0.695  0.3472
H  1.499  -0.285  0.151  0.3854
H  -1.702  0.917  0.673  0.4129
H  -0.855  -0.574  0.683  0.2871
H  0.383  1.988  1.800  0.3039
H  -0.403  0.826  2.757  0.3777
H  1.422  -0.502  2.384  0.3161
O  0.205  -2.964  -0.331  -0.6534
H  0.772  -2.250  -0.638  0.3442
H  -0.564  -3.034  -0.898  0.3050

For the HOMO energy, the calculation gives -0.3701 Ha. As for the HOMO-LUMO gap: 10.9 eV.

Model C:
Density functional theory data (the ωB97M-V functional and the def2-TZVPD basis) for 2 unconnected molecules or ions with the total composition C4H12O3.

Last column: Mulliken charge in e.
Atoms and positions in Å:
C  2.194  -0.420  -1.511  -1.5543
C  1.329  0.516  -0.708  0.3618
O  0.605  1.320  -1.648  -0.5434
C  0.321  -0.218  0.187  -0.2594
C  -0.560  0.736  0.996  -0.7135
O  -1.016  -0.013  2.160  -0.5548
H  2.972  0.078  -2.091  0.3750
H  2.736  -1.075  -0.831  0.3762
H  1.695  -1.076  -2.223  0.3645
H  2.042  1.082  -0.091  0.2781
H  0.210  2.057  -1.174  0.3336
H  0.849  -0.811  0.934  0.2522
H  -0.183  -0.842  -0.549  0.2570
H  -1.427  1.059  0.421  0.3272
H  0.028  1.580  1.356  0.3338
H  -1.969  -0.074  2.000  0.3785
O  -3.344  -1.317  1.291  -0.6821
H  -4.007  -1.279  0.600  0.3212
H  -2.475  -1.303  0.881  0.3484

For the HOMO energy, the calculation gives -0.3760 Ha. As for the HOMO-LUMO gap: 10.8 eV.

Verdict on stability: model A comes out at the bottom.